[1]
Below is one molecule with the formula C4H7NO4 in a non-equilibrium geometry, with properties calculated with ωB97M-V/def2-TZVPD.

Geometry (Å):
H 2.611 1.049 -0.153
O 1.996 0.421 0.258
H -2.103 0.663 1.059
H 0.412 -0.863 -2.122
N 0.593 2.117 -0.213
C 0.792 0.998 0.319
H -0.322 2.522 -0.047
O 0.172 -1.046 1.528
O -1.251 0.777 1.522
H 0.762 -0.750 2.241
H 0.587 -1.934 -0.696
C -0.935 -0.424 -0.559
C -0.144 -1.414 -1.339
H -0.823 -2.134 -1.818
O -2.049 -0.036 -0.805
C -0.298 0.055 0.825

The value obtained for the energy above the lowest of the compared OMol25 structures with the same formula, charge and spin is 1.356 eV. The value obtained for the HOMO energy is -0.3754 hartree. The value obtained for the lowest unoccupied orbital energy is 0.44 eV. The SMILES is [H]/N=C(/O)C(O)(O)C(C)=O. The HOMO-LUMO gap is 10.66 eV.

---

[2]
Below is a 2-piece molecular cluster, C4H7NO4 overall in a non-equilibrium geometry, with properties calculated with ωB97M-V/def2-TZVPD.

Geometry (Å):
O 1.443 -0.354 1.195
H -0.310 -1.925 -0.403
O -0.639 1.968 0.082
H 1.577 -0.480 -2.077
C -1.780 -0.167 -0.015
H 2.957 -0.030 -1.039
H 1.470 0.944 -1.023
O -2.580 1.692 1.178
C 1.868 -0.064 -1.116
H 1.225 -1.023 1.863
C -1.541 1.256 0.434
N -0.855 -0.827 -0.534
H -2.425 2.622 1.410
C 1.333 -0.915 -0.015
H -2.790 -0.550 0.175
O 1.046 -2.148 -0.115

The value obtained for the energy above the lowest of the compared OMol25 structures with the same formula, charge and spin is 2.770 eV. The value obtained for the HOMO energy is -0.3338 hartree. The value obtained for the lowest unoccupied orbital energy is 0.29 eV. The SMILES is [H]/N=C/C(=O)O.CC(=O)O. The HOMO-LUMO gap is 9.37 eV.

---

[3]
Below is an isolated ion of composition C4H7NO4P and charge -1 in a non-equilibrium geometry, with properties calculated with ωB97M-V/def2-TZVPD.

Geometry (Å):
N 0.909 -1.082 -0.657
H -0.671 -0.565 -2.128
O -2.748 0.417 -0.717
H 1.972 1.226 -0.119
P -1.662 -0.448 0.101
C 1.428 -0.675 0.580
O -2.184 -1.724 0.566
O -0.443 2.308 -0.377
C -0.109 1.196 0.102
H 1.043 -2.135 -0.794
C -0.327 -0.509 -1.070
H 0.835 -1.012 1.448
O -1.111 0.703 1.137
C 1.260 0.794 0.560
H -2.040 1.146 -0.885
H 1.432 1.229 1.485
H 2.417 -0.870 0.769

The value obtained for the energy above the lowest of the compared OMol25 structures with the same formula, charge and spin is 1.976 eV. The value obtained for the HOMO energy is -0.1140 hartree. The value obtained for the lowest unoccupied orbital energy is 3.89 eV. Its charge is -1. The HOMO-LUMO gap is 7.00 eV.

---

[4]
Below is one molecule with the formula C4H7NO4S2 in a non-equilibrium geometry, with properties calculated with ωB97M-V/def2-TZVPD.

Geometry (Å):
O -2.281 -1.159 2.468
C -1.861 -0.268 -0.717
H 0.933 -1.762 3.045
C 0.464 -1.037 2.362
S -1.129 -1.685 1.684
H 0.168 -0.081 2.914
O -2.402 1.173 -2.333
S 0.641 1.610 -1.357
O -0.050 1.801 -0.048
H 2.318 -0.149 -1.859
H 2.494 0.439 -0.223
H -2.881 -0.175 -0.626
C -1.010 -0.927 0.074
O -0.284 0.507 -2.222
H 3.067 1.371 -1.518
H 1.146 -0.755 1.459
N -1.608 0.401 -1.865
C 2.276 0.697 -1.237

The value obtained for the energy above the lowest of the compared OMol25 structures with the same formula, charge and spin is 5.968 eV. The value obtained for the HOMO energy (alpha / beta) is -0.3291 / -0.3086 hartree. The value obtained for the lowest unoccupied orbital energy (alpha / beta) is -1.17 / -1.81 eV. The HOMO-LUMO gap (alpha / beta) is 7.79 / 6.58 eV.

---

[5]
Below is an isolated ion of composition C4H7NOP and charge -1 in a non-equilibrium geometry, with properties calculated with ωB97M-V/def2-TZVPD.

Geometry (Å):
H 1.666 -1.676 -1.557
C 0.223 0.575 -1.064
O -1.279 0.965 3.119
C 0.226 1.552 -1.703
H 0.736 -2.734 -0.377
C 1.091 -1.689 -0.545
N -0.196 -0.392 1.169
H -0.424 2.198 1.258
H 0.209 2.527 -2.054
H 1.949 -1.417 0.138
H -1.036 -1.054 -0.616
P -0.974 0.862 1.690
H -2.139 0.961 0.834
C -0.051 -0.679 -0.292

The value obtained for the HOMO energy (alpha / beta) is 0.0357 / -0.2455 hartree. As for the spin multiplicity: 3. The value obtained for the lowest unoccupied orbital energy (alpha / beta) is 4.14 / 0.97 eV. Its charge is -1. The HOMO-LUMO gap (alpha / beta) is 3.17 / 7.65 eV.

---

[6]
Below is one molecule with the formula C4H7NOS in a non-equilibrium geometry, with properties calculated with ωB97M-V/def2-TZVPD.

Geometry (Å):
H -0.687 -1.800 -0.058
H -2.718 -1.257 0.922
H 1.632 -2.073 -0.017
N -0.106 1.544 0.016
O -2.085 0.551 -0.016
H -2.699 -1.230 -0.894
S 2.536 0.051 0.006
C 1.252 -1.023 -0.002
C -2.884 -0.658 0.024
H -0.647 2.389 -0.049
C -0.114 -0.872 -0.014
H -3.898 -0.281 0.004
C -0.762 0.340 -0.002
H 0.924 1.509 -0.036

The value obtained for the energy above the lowest of the compared OMol25 structures with the same formula, charge and spin is 1.008 eV. The value obtained for the HOMO energy is -0.2986 hartree. The value obtained for the lowest unoccupied orbital energy is 0.30 eV. The SMILES is CO/C(N)=C/C=S. The HOMO-LUMO gap is 8.42 eV.

---

E per entry: -512.332639 -512.280672 -853.768266 -1308.376176 -627.767535 -684.770038 a.u.